{"formula": "C25H62BN4O17P2S2", "method": "wB97M-V/def2-TZVPD", "total_charge": -1, "e_homo_ev": -3.83, "orbital_gap_ha": 0.2178, "species": ["C", "S", "O", "O", "B", "P", "O", "O", "O", "C", "C", "C", "O", "C", "O", "C", "O", "O", "C", "S", "P", "N", "O", "O", "H", "H", "H", "H", "H", "H", "H", "H", "H", "H", "H", "H", "H", "H", "H", "H", "H", "C", "O", "C", "C", "N", "C", "C", "O", "C", "H", "H", "H", "H", "H", "H", "H", "H", "H", "H", "H", "H", "H", "H", "H", "C", "O", "C", "C", "N", "C", "C", "O", "C", "H", "H", "H", "H", "H", "H", "H", "H", "H", "H", "H", "H", "H", "H", "H", "C", "O", "C", "C", "N", "C", "C", "O", "C", "H", "H", "H", "H", "H", "H", "H", "H", "H", "H", "H", "H", "H", "H", "H"], "coordinates": [[-0.42, 2.36, 4.74], [-2.15, 2.42, 4.19], [-2.97, 2.22, 5.38], [-2.38, 1.37, 3.22], [-2.60, 4.11, 3.40], [-4.53, 4.31, 3.81], [-5.42, 3.21, 2.91], [-5.03, 5.90, 3.43], [-2.12, 4.08, 2.04], [-1.76, 5.33, 1.54], [-0.62, 5.29, 0.54], [-0.63, 4.07, -0.39], [-0.54, 2.80, 0.24], [0.42, 2.70, 1.16], [1.41, 2.10, 1.01], [-3.06, 5.80, 0.76], [-3.73, 4.67, 0.26], [-5.09, 4.98, 0.39], [-1.51, 6.10, 2.90], [-2.23, 7.79, 3.08], [0.29, 6.31, 3.41], [0.17, 7.20, 4.87], [0.97, 7.45, 2.40], [-1.95, 5.31, 3.94], [0.04, 1.52, 4.25], [-0.45, 2.11, 5.79], [0.08, 3.30, 4.55], [-6.27, 3.18, 3.36], [-5.65, 5.83, 2.69], [-0.75, 6.15, -0.11], [0.37, 5.41, 0.98], [0.19, 4.19, -1.09], [-1.53, 4.11, -0.98], [0.24, 3.23, 2.10], [-2.83, 6.47, -0.06], [-3.77, 6.28, 1.43], [-5.53, 4.12, 0.33], [-3.33, 7.84, 2.31], [1.00, 7.77, 4.96], [0.04, 6.59, 5.67], [0.34, 7.68, 1.70], [2.10, -0.67, 1.88], [3.02, -1.58, 2.47], [2.61, -2.94, 2.44], [3.44, -3.75, 1.46], [3.15, -3.38, 0.08], [4.10, -3.91, -0.90], [5.56, -3.49, -0.79], [5.81, -2.13, -1.09], [5.58, -1.22, -0.02], [2.41, 0.33, 2.14], [2.09, -0.75, 0.79], [1.09, -0.83, 2.26], [1.54, -3.03, 2.22], [2.78, -3.34, 3.44], [3.22, -4.81, 1.60], [4.50, -3.58, 1.71], [3.14, -2.37, 0.00], [3.74, -3.60, -1.88], [4.05, -5.00, -0.87], [6.11, -4.05, -1.55], [6.01, -3.76, 0.17], [5.81, -1.66, 0.95], [4.55, -0.85, -0.03], [6.23, -0.36, -0.18], [2.37, -7.57, 2.45], [1.79, -7.05, 1.27], [2.26, -7.67, 0.08], [1.19, -8.53, -0.55], [0.92, -9.72, 0.24], [-0.27, -10.46, -0.15], [-1.63, -9.76, -0.07], [-2.07, -9.48, 1.25], [-1.54, -8.30, 1.83], [2.12, -6.90, 3.27], [1.98, -8.56, 2.69], [3.46, -7.62, 2.37], [3.18, -8.24, 0.25], [2.50, -6.86, -0.62], [1.52, -8.84, -1.55], [0.29, -7.91, -0.67], [0.83, -9.46, 1.21], [-0.32, -11.34, 0.49], [-0.13, -10.83, -1.18], [-2.37, -10.44, -0.49], [-1.67, -8.85, -0.69], [-1.37, -7.52, 1.09], [-0.61, -8.51, 2.38], [-2.27, -7.94, 2.56], [-3.14, 4.91, -4.33], [-2.14, 4.12, -3.71], [-2.44, 2.72, -3.67], [-1.55, 1.94, -4.61], [-1.87, 2.22, -6.01], [-0.89, 1.72, -6.97], [0.54, 2.25, -6.89], [0.68, 3.61, -7.26], [0.39, 4.55, -6.23], [-2.91, 5.95, -4.11], [-3.14, 4.78, -5.42], [-4.13, 4.68, -3.93], [-3.50, 2.53, -3.87], [-2.23, 2.39, -2.65], [-1.68, 0.87, -4.42], [-0.51, 2.21, -4.37], [-1.96, 3.22, -6.14], [-1.28, 1.95, -7.96], [-0.86, 0.62, -6.89], [1.13, 1.70, -7.63], [1.01, 2.06, -5.92], [0.66, 4.17, -5.24], [-0.67, 4.84, -6.24], [0.97, 5.45, -6.43]]}

***

{"formula": "C25H65N5O20", "method": "wB97M-V/def2-TZVPD", "total_charge": 0, "e_homo_ev": -9.30, "orbital_gap_ha": 0.3386, "species": ["C", "N", "O", "O", "H", "H", "H", "C", "N", "O", "O", "H", "H", "H", "C", "N", "O", "O", "H", "H", "H", "C", "N", "O", "O", "H", "H", "H", "C", "N", "O", "O", "H", "H", "H", "C", "O", "C", "C", "O", "C", "H", "H", "H", "H", "H", "H", "H", "H", "H", "H", "C", "O", "C", "C", "O", "C", "H", "H", "H", "H", "H", "H", "H", "H", "H", "H", "C", "O", "C", "C", "O", "C", "H", "H", "H", "H", "H", "H", "H", "H", "H", "H", "C", "O", "C", "C", "O", "C", "H", "H", "H", "H", "H", "H", "H", "H", "H", "H", "C", "O", "C", "C", "O", "C", "H", "H", "H", "H", "H", "H", "H", "H", "H", "H"], "coordinates": [[-2.30, 3.85, -3.82], [-3.79, 3.84, -3.95], [-4.33, 3.12, -3.13], [-4.39, 4.50, -4.78], [-1.99, 4.87, -3.58], [-1.89, 3.54, -4.77], [-2.10, 3.11, -3.05], [-0.95, 1.55, -0.38], [-1.11, 1.34, 1.10], [-0.21, 0.77, 1.71], [-2.14, 1.67, 1.65], [-1.93, 1.46, -0.83], [-0.20, 0.84, -0.70], [-0.68, 2.61, -0.46], [-0.89, -3.28, 3.23], [0.19, -2.55, 3.99], [0.57, -1.50, 3.50], [0.67, -3.06, 5.01], [-1.32, -4.07, 3.84], [-0.38, -3.67, 2.35], [-1.63, -2.51, 3.02], [-5.62, -2.16, -0.97], [-4.87, -0.89, -1.14], [-5.38, -0.25, -2.06], [-3.82, -0.76, -0.55], [-6.19, -2.28, -0.05], [-4.88, -2.95, -1.08], [-6.38, -2.29, -1.74], [0.60, 3.75, 3.61], [-0.56, 4.54, 3.18], [-0.73, 4.64, 1.98], [-1.36, 4.95, 4.03], [1.53, 4.30, 3.47], [0.61, 2.72, 3.26], [0.53, 3.68, 4.70], [-1.78, -0.04, 5.12], [-2.71, -1.11, 5.38], [-2.46, -1.76, 6.64], [-3.49, -2.91, 6.85], [-3.09, -4.12, 6.21], [-3.92, -5.17, 6.65], [-1.61, 0.33, 4.11], [-0.80, -0.41, 5.45], [-1.90, 0.84, 5.76], [-2.48, -0.99, 7.42], [-1.44, -2.14, 6.72], [-4.53, -2.66, 6.63], [-3.46, -3.04, 7.94], [-5.01, -5.13, 6.61], [-3.46, -5.47, 7.59], [-3.69, -5.99, 5.98], [3.00, -0.06, 2.15], [3.95, -0.08, 1.08], [4.98, 0.92, 1.17], [5.84, 0.62, -0.04], [6.70, -0.53, 0.12], [6.00, -1.73, -0.06], [3.40, -0.06, 3.17], [2.28, -0.86, 1.98], [2.34, 0.82, 2.17], [5.58, 0.79, 2.07], [4.45, 1.87, 1.06], [6.50, 1.48, -0.06], [5.28, 0.40, -0.95], [5.43, -1.87, -0.98], [5.37, -2.08, 0.76], [6.73, -2.54, -0.11], [3.53, 2.88, -1.90], [2.64, 2.70, -0.79], [1.96, 3.91, -0.24], [2.90, 5.11, -0.09], [3.32, 5.72, -1.31], [2.41, 6.56, -1.94], [3.11, 3.55, -2.65], [3.55, 1.97, -2.50], [4.50, 3.28, -1.60], [1.51, 3.77, 0.74], [1.31, 4.14, -1.09], [3.79, 4.86, 0.51], [2.52, 5.91, 0.55], [1.41, 6.22, -2.18], [2.89, 6.88, -2.87], [2.45, 7.53, -1.42], [0.97, -6.99, -3.90], [0.77, -5.82, -3.14], [0.42, -4.58, -3.65], [0.31, -3.59, -2.46], [1.52, -3.50, -1.71], [1.45, -2.47, -0.69], [1.78, -6.80, -4.61], [0.06, -7.15, -4.47], [1.25, -7.86, -3.30], [-0.55, -4.66, -4.14], [1.17, -4.18, -4.35], [-0.47, -3.91, -1.76], [-0.05, -2.62, -2.83], [2.37, -2.67, -0.13], [0.61, -2.57, 0.00], [1.39, -1.47, -1.14], [0.91, 0.98, -3.31], [-0.33, 0.31, -3.03], [-0.93, -0.49, -4.07], [-1.49, 0.28, -5.28], [-2.62, 1.07, -5.03], [-3.87, 0.38, -4.98], [0.82, 1.82, -4.00], [1.73, 0.27, -3.38], [1.18, 1.56, -2.42], [-1.70, -1.03, -3.50], [-0.21, -1.26, -4.36], [-1.76, -0.40, -6.09], [-0.72, 0.95, -5.66], [-3.75, -0.28, -4.12], [-4.08, -0.18, -5.90], [-4.66, 1.12, -4.99]]}

***

{"formula": "C25H66BBrN4O12S6", "method": "wB97M-V/def2-TZVPD", "total_charge": 0, "e_homo_ev": -8.71, "orbital_gap_ha": 0.3196, "species": ["C", "C", "C", "C", "O", "C", "C", "C", "N", "N", "N", "O", "C", "B", "O", "O", "C", "C", "C", "C", "N", "O", "O", "C", "Br", "H", "H", "H", "H", "H", "H", "H", "H", "H", "H", "H", "H", "H", "H", "H", "H", "H", "H", "H", "H", "H", "H", "H", "H", "H", "H", "H", "H", "H", "H", "C", "S", "O", "C", "H", "H", "H", "H", "H", "H", "C", "S", "O", "C", "H", "H", "H", "H", "H", "H", "C", "S", "O", "C", "H", "H", "H", "H", "H", "H", "C", "S", "O", "C", "H", "H", "H", "H", "H", "H", "C", "S", "O", "C", "H", "H", "H", "H", "H", "H", "C", "S", "O", "C", "H", "H", "H", "H", "H", "H"], "coordinates": [[-4.13, 2.98, -2.46], [-3.11, 2.31, -3.39], [-3.55, 0.94, -3.93], [-2.72, -0.22, -3.43], [-2.76, -0.23, -2.01], [-2.14, -1.32, -1.34], [-0.62, -1.24, -1.57], [0.47, -1.96, -0.69], [-0.11, -2.91, 0.28], [1.41, -2.56, -1.64], [1.28, -1.05, 0.10], [-2.79, -2.49, -1.81], [-2.11, -3.67, -2.21], [-1.78, -3.87, -3.75], [-2.13, -5.08, -4.31], [-1.15, -2.88, -4.47], [-2.57, -1.17, 0.14], [-3.99, -0.65, 0.30], [-4.60, -0.95, 1.68], [-6.11, -1.14, 1.61], [-6.92, -0.56, 2.66], [-6.62, -1.77, 0.75], [-1.57, -0.47, 0.90], [-1.74, 0.80, 1.37], [-1.58, 2.23, 0.01], [-4.64, 2.23, -1.85], [-3.66, 3.68, -1.77], [-4.88, 3.53, -3.04], [-2.93, 2.98, -4.24], [-2.15, 2.22, -2.87], [-4.60, 0.76, -3.65], [-3.51, 0.92, -5.02], [-1.69, -0.15, -3.80], [-3.14, -1.16, -3.81], [-0.42, -0.16, -1.51], [-0.44, -1.52, -2.61], [0.00, -3.86, -0.07], [0.44, -2.86, 1.12], [2.22, -2.92, -1.15], [0.98, -3.29, -2.19], [1.59, -0.27, -0.47], [0.75, -0.68, 0.88], [-1.17, -3.79, -1.65], [-2.74, -4.50, -1.89], [-1.51, -5.49, -4.92], [-0.64, -3.19, -5.23], [-2.54, -2.19, 0.53], [-4.59, -1.17, -0.45], [-4.05, 0.42, 0.07], [-4.19, -1.88, 2.07], [-4.38, -0.16, 2.41], [-6.59, -0.92, 3.56], [-6.76, 0.44, 2.68], [-0.91, 0.99, 2.05], [-2.70, 0.99, 1.85], [-12.32, 0.22, 5.24], [-11.17, -1.15, 5.08], [-10.31, -1.13, 6.29], [-10.20, -0.43, 3.75], [-12.99, -0.02, 6.07], [-11.76, 1.13, 5.47], [-12.89, 0.33, 4.32], [-9.79, 0.52, 4.09], [-10.82, -0.30, 2.87], [-9.38, -1.11, 3.53], [2.61, 2.63, 4.32], [1.53, 2.48, 2.89], [1.02, 1.07, 2.90], [2.82, 2.56, 1.66], [1.99, 2.56, 5.21], [3.33, 1.81, 4.30], [3.11, 3.59, 4.29], [3.55, 1.77, 1.84], [3.31, 3.53, 1.71], [2.34, 2.43, 0.69], [6.44, -2.76, -3.26], [5.18, -2.27, -2.08], [4.44, -3.52, -1.71], [4.14, -1.40, -3.25], [7.17, -3.36, -2.73], [5.98, -3.36, -4.04], [6.91, -1.87, -3.66], [3.85, -2.08, -4.04], [4.69, -0.54, -3.64], [3.25, -1.07, -2.71], [7.35, 5.23, 3.55], [6.99, 3.61, 2.86], [5.70, 3.76, 2.12], [6.62, 2.81, 4.42], [7.56, 5.91, 2.73], [6.48, 5.58, 4.11], [8.22, 5.16, 4.20], [5.80, 3.34, 4.92], [7.51, 2.82, 5.05], [6.33, 1.79, 4.21], [5.18, 8.55, -0.13], [5.11, 8.73, 1.66], [6.52, 8.77, 2.14], [4.54, 7.07, 2.00], [5.58, 9.48, -0.53], [5.83, 7.72, -0.38], [4.17, 8.38, -0.51], [5.26, 6.36, 1.60], [3.55, 6.90, 1.57], [4.48, 6.96, 3.08], [4.63, -6.59, -1.95], [5.57, -7.00, -3.42], [5.71, -5.75, -4.23], [4.28, -7.96, -4.22], [5.24, -5.93, -1.33], [3.72, -6.06, -2.23], [4.40, -7.51, -1.41], [3.40, -7.34, -4.35], [4.05, -8.84, -3.60], [4.67, -8.28, -5.18]]}

***

{"formula": "C25H66Be3F6N6O9P", "method": "wB97M-V/def2-TZVPD", "total_charge": 2, "multiplicity": 2, "e_homo_ev": [-10.87, -13.59], "orbital_gap_ha": [0.1526, 0.2508], "species": ["Be", "Be", "Be", "C", "O", "O", "O", "P", "F", "F", "F", "F", "F", "F", "C", "C", "C", "O", "C", "N", "H", "H", "H", "H", "H", "H", "H", "H", "H", "H", "H", "C", "C", "C", "O", "C", "N", "H", "H", "H", "H", "H", "H", "H", "H", "H", "H", "H", "C", "C", "C", "O", "C", "N", "H", "H", "H", "H", "H", "H", "H", "H", "H", "H", "H", "C", "C", "C", "O", "C", "N", "H", "H", "H", "H", "H", "H", "H", "H", "H", "H", "H", "C", "C", "C", "O", "C", "N", "H", "H", "H", "H", "H", "H", "H", "H", "H", "H", "H", "C", "C", "C", "O", "C", "N", "H", "H", "H", "H", "H", "H", "H", "H", "H", "H", "H"], "coordinates": [[-3.58, 0.10, -1.78], [1.21, -2.12, 1.73], [0.11, 2.25, -0.62], [-0.53, -0.54, -0.15], [-0.94, -1.61, 0.32], [-1.10, 0.14, -1.02], [0.59, -0.21, 0.33], [-2.45, 2.87, 1.31], [-2.62, 2.17, -0.10], [-1.39, 3.81, 0.48], [-3.74, 3.83, 0.99], [-2.24, 3.69, 2.77], [-3.57, 1.79, 1.94], [-1.22, 1.88, 1.54], [3.73, 2.58, -3.32], [2.42, 1.80, -3.00], [2.01, 0.47, -3.72], [2.82, -0.73, -3.42], [4.21, -0.82, -3.95], [2.45, 1.56, -1.54], [3.85, 3.37, -2.58], [3.58, 3.07, -4.28], [4.57, 1.89, -3.36], [1.63, 2.49, -3.29], [1.80, 0.60, -4.78], [1.10, 0.17, -3.20], [4.10, -0.56, -5.01], [4.69, -1.79, -3.83], [4.95, -0.20, -3.45], [2.30, 0.57, -1.43], [3.36, 1.68, -1.11], [4.85, -3.27, -0.51], [3.69, -2.27, -0.61], [2.33, -2.87, -1.12], [1.75, -3.76, -0.07], [0.64, -4.50, -0.65], [3.59, -1.76, 0.78], [5.25, -3.53, -1.49], [4.40, -4.20, -0.15], [5.71, -2.94, 0.07], [3.96, -1.37, -1.17], [2.60, -3.55, -1.93], [1.59, -2.12, -1.40], [-0.19, -3.86, -0.95], [0.16, -5.13, 0.10], [1.03, -5.11, -1.47], [4.51, -1.80, 1.19], [3.60, -0.78, 0.53], [2.02, 4.33, 3.47], [1.33, 4.01, 2.07], [1.82, 4.95, 0.97], [1.17, 4.74, -0.38], [1.41, 5.78, -1.40], [1.70, 2.71, 1.48], [2.02, 5.37, 3.82], [3.09, 4.25, 3.27], [1.73, 3.61, 4.23], [0.25, 4.02, 2.21], [2.85, 4.91, 0.64], [1.70, 6.02, 1.19], [2.45, 5.72, -1.74], [1.29, 6.80, -1.04], [0.72, 5.70, -2.24], [2.71, 2.77, 1.47], [1.45, 1.99, 2.15], [-4.78, -2.77, 0.75], [-4.76, -1.41, 1.39], [-4.63, -1.29, 2.91], [-3.44, -2.01, 3.26], [-3.31, -2.47, 4.55], [-3.81, -0.62, 0.72], [-5.49, -3.31, 1.38], [-3.84, -3.22, 1.06], [-5.11, -2.82, -0.29], [-5.76, -1.01, 1.23], [-5.51, -1.78, 3.33], [-4.69, -0.29, 3.34], [-3.45, -1.67, 5.28], [-2.32, -2.92, 4.66], [-4.05, -3.24, 4.75], [-2.95, -1.15, 0.76], [-3.48, 0.22, 1.18], [-1.16, 0.68, 4.53], [-0.10, -0.09, 3.81], [1.40, 0.21, 4.26], [2.37, -0.39, 3.37], [3.68, -0.21, 3.89], [-0.51, -1.46, 3.60], [-2.13, 0.81, 4.06], [-0.95, 1.73, 4.76], [-1.46, 0.18, 5.46], [-0.10, 0.53, 2.91], [1.36, -0.15, 5.29], [1.43, 1.29, 4.12], [3.76, -0.37, 4.97], [4.01, 0.79, 3.62], [4.26, -0.86, 3.23], [-1.44, -1.65, 3.25], [-0.60, -1.80, 4.54], [-1.31, -2.81, -4.32], [-2.29, -1.74, -3.87], [-3.37, -1.27, -4.85], [-4.33, -0.33, -4.28], [-5.45, -0.03, -5.08], [-2.89, -2.12, -2.58], [-1.73, -3.63, -4.89], [-0.67, -3.17, -3.51], [-0.61, -2.43, -5.07], [-1.68, -0.85, -3.72], [-3.85, -2.15, -5.30], [-2.96, -0.87, -5.78], [-5.98, 0.76, -4.55], [-6.10, -0.90, -5.13], [-5.04, 0.39, -6.00], [-2.09, -2.45, -2.05], [-3.42, -2.95, -2.77]]}